[1]
Computed, not measured: 2 unconnected molecules or ions with the total composition C10H3Cl4N2O3, with wB97M-V/def2-TZVPD.

HOMO-LUMO gap in Eh: 0.1469
Lowest unoccupied orbital energy in eV: 0.12
Relative energy (zero: lowest compared OMol25 entry of this formula, charge and spin) in eV: 0.459
Charge: -1

Last column: Mulliken charge in e.
CARTESIAN COORDINATES (ANGSTROEM)
Cl1 2.218 -3.536 -0.048  -0.18
C1 0.918 -2.599 0.539  0.39
C2 1.121 -1.280 0.913  0.18
Cl2 2.652 -0.557 0.778  -0.14
C3 0.066 -0.420 1.419  0.54
O1 0.227 0.702 1.869  -0.49
C4 -1.292 -1.138 1.654  0.17
O2 -2.187 -0.555 2.251  -0.56
C5 -1.394 -2.526 1.252  0.28
Cl3 -2.919 -3.246 1.512  -0.16
C6 -0.367 -3.218 0.644  0.14
Cl4 -0.595 -4.835 0.167  -0.16
O3 -0.626 0.883 -3.793  -0.61
C7 -0.260 0.812 -2.636  0.11
C8 -0.028 1.911 -1.692  0.18
N1 0.346 1.654 -0.403  -0.13
C9 0.555 2.892 0.144  -0.40
C10 0.337 3.876 -0.873  -0.34
N2 -0.086 3.255 -2.005  -0.74
H1 -0.033 -0.130 -2.083  0.19
H2 0.822 3.107 1.177  0.35
H3 0.527 4.946 -0.784  0.39

=====

[2]
Computed, not measured: 10 unconnected molecules or ions with the total composition C10H40N20O10, with wB97M-V/def2-TZVPD.

HOMO-LUMO gap in Eh: 0.3609
Lowest unoccupied orbital energy in eV: 0.18
Relative energy (zero: lowest compared OMol25 entry of this formula, charge and spin) in eV: 1.130
SMILES string: NC(N)=O.NC(N)=O.NC(N)=O.NC(N)=O.NC(N)=O.NC(N)=O.NC(N)=O.NC(N)=O.NC(N)=O.NC(N)=O
Charge: 0

Last column: Mulliken charge in e.
CARTESIAN COORDINATES (ANGSTROEM)
N1 14.533 11.004 12.595  -0.47
C1 13.304 11.686 12.727  0.45
N2 13.439 12.999 13.170  -0.38
O1 12.187 11.244 12.536  -0.45
H1 14.622 10.160 12.048  0.22
H2 15.335 11.586 12.550  0.21
H3 14.316 13.491 12.946  0.22
H4 12.690 13.530 12.764  0.15
N3 7.629 12.644 14.615  -0.46
C2 8.996 12.656 14.511  0.49
N4 9.471 12.849 13.234  -0.06
O2 9.756 12.470 15.475  -0.67
H5 7.097 13.098 13.882  0.12
H6 7.438 12.950 15.552  0.23
H7 10.364 12.427 13.103  0.17
H8 8.818 12.831 12.430  0.11
N5 13.407 7.957 9.697  -0.19
C3 14.557 7.203 9.681  0.60
N6 15.658 7.932 9.436  -0.38
O3 14.670 6.025 9.924  -0.66
H9 12.688 7.666 10.379  0.15
H10 13.711 8.945 9.825  0.05
H11 16.447 7.434 9.143  0.24
H12 15.631 8.801 9.009  0.19
N7 11.122 16.789 14.523  -0.51
C4 12.187 15.895 14.610  0.54
N8 12.018 15.004 15.623  -0.30
O4 13.136 15.883 13.936  -0.56
H13 11.133 17.452 13.790  0.24
H14 10.171 16.364 14.685  0.22
H15 11.408 15.079 16.432  0.17
H16 12.719 14.314 15.796  0.20
N9 6.442 10.182 13.332  -0.26
C5 6.669 8.858 13.671  0.60
N10 6.860 8.581 14.965  -0.40
O5 6.818 7.985 12.816  -0.74
H17 6.700 10.872 13.999  0.21
H18 6.452 10.427 12.350  0.19
H19 7.096 7.619 15.091  0.23
H20 6.916 9.228 15.702  0.17
N11 6.133 14.819 10.396  -0.34
C6 6.448 14.326 11.586  0.64
N12 6.394 15.104 12.688  -0.41
O6 6.824 13.162 11.744  -0.70
H21 6.309 14.294 9.525  0.31
H22 5.923 15.814 10.325  0.19
H23 5.781 15.940 12.660  0.20
H24 7.172 14.979 13.322  0.24
N13 11.466 9.367 7.049  -0.32
C7 10.221 8.847 7.133  0.57
N14 10.140 7.503 7.403  -0.43
O7 9.204 9.514 6.906  -0.77
H25 12.252 8.866 7.435  0.25
H26 11.555 10.386 7.033  0.12
H27 10.705 6.856 6.898  0.23
H28 9.159 7.283 7.371  0.26
N15 7.977 8.692 10.286  -0.13
C8 9.255 8.988 10.584  0.04
N16 9.849 8.310 11.571  -0.58
O8 9.910 9.813 9.946  0.09
H29 7.505 9.114 9.511  0.23
H30 7.385 8.090 10.813  0.22
H31 9.202 8.116 12.308  0.22
H32 10.639 8.822 11.923  0.26
N17 8.029 11.691 8.736  0.02
C9 7.555 12.441 7.719  0.61
N18 8.014 12.212 6.470  -0.35
O9 6.890 13.435 7.965  -0.84
H33 8.536 10.813 8.460  -0.13
H34 7.974 11.967 9.640  0.07
H35 7.571 12.815 5.766  0.21
H36 8.768 11.558 6.359  0.23
N19 13.172 12.692 7.601  -0.56
C10 12.731 11.889 8.679  0.23
N20 11.468 12.076 9.116  -0.06
O10 13.509 11.014 9.083  -0.57
H37 13.033 13.684 7.780  0.26
H38 14.226 12.363 7.289  0.30
H39 10.763 12.552 8.493  0.21
H40 11.231 11.398 9.852  0.06

=====

[3]
Computed, not measured: a molecular structure, C10H40N2O10, with wB97M-V/def2-TZVPD.

HOMO-LUMO gap in Eh: 0.2826
Lowest unoccupied orbital energy in eV: -0.12
Relative energy (zero: lowest compared OMol25 entry of this formula, charge and spin) in eV: 15.903
Charge: 0

Last column: Mulliken charge in e.
CARTESIAN COORDINATES (ANGSTROEM)
C1 1.556 -2.729 1.196  -0.32
O1 0.639 -3.523 0.595  -0.71
H1 1.918 -3.196 2.112  0.38
H2 2.540 -2.694 0.730  0.22
H3 1.271 -1.701 1.420  -0.01
H4 0.056 -2.894 0.163  0.39
C2 -2.361 -2.331 0.903  0.74
O2 -3.315 -3.448 0.818  -0.65
H5 -2.762 -1.449 1.402  0.04
H6 -1.369 -2.640 1.231  -0.08
H7 -2.126 -2.020 -0.115  -0.04
H8 -3.548 -3.506 -0.111  0.38
C3 -0.173 -0.699 0.087  1.03
O3 -0.493 -1.853 -0.668  -0.35
H9 -0.766 0.155 -0.239  1.04
H10 -0.230 -0.872 1.161  -1.09
H11 0.817 -0.321 -0.168  -0.29
H12 -0.311 -1.850 -1.611  0.44
C4 0.868 -0.764 -2.476  -1.19
O4 0.585 -2.139 -2.333  -0.47
H13 1.319 -0.659 -3.463  0.49
H14 0.204 0.068 -2.244  0.23
H15 1.650 -0.517 -1.759  0.32
H16 1.316 -2.724 -2.543  0.39
C5 -2.441 0.848 1.911  -0.66
O5 -2.580 1.571 0.758  -0.48
H17 -2.003 1.415 2.732  0.61
H18 -3.407 0.627 2.365  0.41
H19 -1.899 -0.089 1.779  -0.75
H20 -2.318 2.445 1.056  0.46
C6 3.610 0.803 1.640  -0.89
O6 2.360 0.203 1.182  -0.40
H21 3.458 1.612 2.355  0.33
H22 4.286 0.043 2.030  0.27
H23 4.152 1.239 0.801  0.33
H24 1.702 0.862 0.950  0.23
C7 -0.525 -0.314 3.314  -0.83
O7 0.650 -0.942 3.920  -0.50
H25 -1.097 -1.178 2.976  0.51
H26 -1.126 0.244 4.031  0.35
H27 -0.444 0.449 2.540  0.13
H28 1.150 -0.297 4.425  0.30
C8 2.779 1.186 -1.298  -0.70
O8 2.140 1.890 -2.382  -0.59
H29 3.636 0.623 -1.667  0.27
H30 3.107 1.918 -0.560  0.45
H31 2.101 0.449 -0.866  0.11
H32 2.636 2.709 -2.443  0.37
C9 -2.220 0.601 -2.667  0.08
O9 -2.349 -0.516 -1.735  -0.48
H33 -1.635 1.455 -2.325  -0.09
H34 -1.902 0.142 -3.603  0.29
H35 -3.155 1.081 -2.953  0.34
H36 -2.291 -0.256 -0.813  0.20
C10 -0.415 2.521 -1.237  -0.37
O10 -0.127 1.524 -0.654  -0.35
N1 -1.220 3.354 -0.812  -0.27
N2 0.247 2.868 -2.247  -0.29
H37 -1.515 4.109 -1.414  0.17
H38 -1.678 3.163 0.068  0.01
H39 0.108 3.754 -2.712  0.12
H40 0.940 2.192 -2.533  0.41

=====

[4]
Computed, not measured: 10 unconnected molecules or ions with the total composition C10H40N6O10, with wB97M-V/def2-TZVPD.

HOMO-LUMO gap in Eh: 0.3754
Lowest unoccupied orbital energy in eV: 0.61
Relative energy (zero: lowest compared OMol25 entry of this formula, charge and spin) in eV: 0.464
SMILES string: NC(N)=O.NC(N)=O.NC(N)=O.CO.CO.CO.CO.CO.CO.CO
Charge: 0

Last column: Mulliken charge in e.
CARTESIAN COORDINATES (ANGSTROEM)
N1 -0.699 4.018 -1.929  -0.42
C1 -0.021 2.826 -2.242  0.63
N2 -0.612 1.661 -2.140  0.16
O1 1.173 2.857 -2.494  -0.82
H1 -0.233 4.945 -2.038  0.23
H2 -1.707 4.054 -1.872  0.18
H3 -0.070 0.874 -2.484  -0.07
H4 -1.582 1.676 -1.861  0.06
N3 -3.111 -0.389 -0.724  -0.04
C2 -3.509 0.158 -1.903  0.61
N4 -4.076 -0.705 -2.783  -0.38
O2 -3.227 1.312 -2.154  -0.78
H5 -3.185 -1.366 -0.566  0.27
H6 -2.590 0.254 -0.108  0.08
H7 -4.373 -0.397 -3.691  0.21
H8 -4.135 -1.663 -2.456  0.17
N5 0.435 0.120 2.304  -0.10
C3 -0.730 -0.438 2.039  0.61
N6 -0.730 -1.795 1.719  -0.13
O3 -1.765 0.205 2.099  -0.85
H9 0.605 1.099 2.454  0.14
H10 1.241 -0.472 2.233  0.02
H11 -1.463 -2.278 1.233  0.13
H12 0.164 -2.272 1.716  0.31
C4 2.089 0.976 -5.510  -0.19
O4 3.393 0.795 -5.053  -0.53
H13 1.470 1.024 -4.639  -0.14
H14 2.117 1.933 -6.052  0.31
H15 1.842 0.206 -6.190  0.26
H16 3.794 1.614 -4.788  0.29
C5 3.380 2.598 3.591  -0.53
O5 2.090 2.051 3.750  -0.48
H17 4.051 1.832 3.280  0.20
H18 3.370 3.442 2.870  0.24
H19 3.727 2.978 4.562  0.28
H20 1.488 2.662 4.155  0.26
C6 3.503 -2.841 1.682  -0.70
O6 2.152 -2.608 1.433  -0.50
H21 3.987 -1.915 2.040  0.24
H22 3.610 -3.679 2.366  0.27
H23 4.146 -3.045 0.828  0.28
H24 2.022 -2.159 0.551  0.43
C7 4.104 2.033 -0.791  -0.72
O7 2.856 1.437 -0.743  -0.37
H25 4.134 2.990 -0.262  0.25
H26 4.882 1.343 -0.482  0.30
H27 4.298 2.333 -1.805  0.24
H28 2.184 1.998 -1.185  0.26
C8 -3.668 -1.126 4.412  -0.73
O8 -3.893 -0.834 3.053  -0.53
H29 -2.720 -1.627 4.534  0.28
H30 -3.564 -0.190 4.979  0.32
H31 -4.540 -1.667 4.853  0.24
H32 -3.212 -0.225 2.688  0.42
C9 -4.440 -3.441 1.442  -0.83
O9 -3.671 -2.549 0.712  -0.53
H33 -5.484 -3.119 1.476  0.31
H34 -4.445 -4.426 1.031  0.31
H35 -4.128 -3.691 2.487  0.25
H36 -3.574 -1.768 1.276  0.36
C10 0.862 -1.424 -1.992  -0.17
O10 1.865 -1.278 -0.973  -0.51
H37 0.659 -2.503 -2.141  0.33
H38 -0.123 -0.912 -1.800  -0.21
H39 1.307 -1.067 -2.943  0.25
H40 2.278 -0.434 -1.053  0.31